[1]
This record from OMol25 describes C7H13BrOS in the gas phase. The level of theory is ωB97M-V/def2-TZVPD.

Summary:
LUMO energy, eV: 0.77
Highest occupied orbital energy, eV: -8.3
Orbital gap, eV: 9.0

```
! wB97M-V def2-TZVPD RIJCOSX def2/J DEFGRID3
* xyz 0 1
H 0.307 -1.459 1.618
H 1.834 -1.047 1.858
H 1.229 3.260 0.276
H 2.115 2.580 -2.438
H -2.561 -1.083 -2.456
S 1.450 0.842 -0.304
C -1.023 0.384 0.643
H 0.267 1.451 1.869
H -1.615 0.101 1.578
C 1.701 3.183 -1.659
C 1.404 2.637 -0.521
H 1.792 4.307 -1.802
H -4.031 -1.385 -1.721
C -2.279 -1.417 -0.502
H -2.845 -1.361 0.437
C -3.078 -0.854 -1.613
C 0.416 0.631 1.190
H 0.564 -0.511 3.046
H -1.966 -2.456 -0.636
C 0.756 -0.602 1.994
H -3.132 0.228 -1.427
Br -1.616 2.208 -0.163
O -1.093 -0.613 -0.269
*
```



[2]
This record from OMol25 describes a molecular structure, C6H6. The level of theory is ωB97M-V/def2-TZVPD.

Summary:
LUMO energy, eV: 0.74
Highest occupied orbital energy, eV: -10.5
Orbital gap, eV: 11.3

```
! wB97M-V def2-TZVPD RIJCOSX def2/J DEFGRID3
* xyz 0 1
H -0.687 -0.132 -3.342
C -0.435 -0.090 0.375
C 1.436 -2.094 0.606
H 0.971 1.561 0.559
H -0.724 2.002 0.875
H 1.068 -1.676 -0.540
H -1.360 -0.417 0.868
C -0.667 0.018 -1.077
H 0.200 1.087 2.087
C 0.576 -1.177 0.496
C -0.686 -0.049 -2.278
C 0.035 1.227 1.014
*
```



[3]
This record from OMol25 describes a molecular structure, C7H9NO. The level of theory is ωB97M-V/def2-TZVPD.

Summary:
LUMO energy, eV: 0.83
Highest occupied orbital energy, eV: -8.5
Orbital gap, eV: 9.3

```
! wB97M-V def2-TZVPD RIJCOSX def2/J DEFGRID3
* xyz 0 1
O -2.034 0.797 0.473
H -0.579 -0.968 -3.012
C 0.370 -0.029 0.163
C 0.422 -1.974 -1.153
H 2.229 0.561 1.136
H -0.210 2.302 0.800
C -0.737 0.332 1.160
H 0.111 1.349 -1.468
N 1.328 0.907 0.666
C 0.126 0.255 -1.285
H 0.629 -3.128 -1.285
H -1.050 -0.366 1.893
H 0.469 1.781 2.382
C 0.334 1.502 1.380
H 0.956 -2.224 0.849
C 0.591 -1.561 0.137
C -0.087 -0.807 -1.989
H -1.694 1.669 -0.225
*
```



[4]
This record from OMol25 describes 13 unconnected molecules or ions with the total composition C47H68O39. The level of theory is ωB97M-V/def2-TZVPD.

Summary:
LUMO energy, eV: 0.13
Highest occupied orbital energy, eV: -10.6
Orbital gap, eV: 10.7

```
! wB97M-V def2-TZVPD RIJCOSX def2/J DEFGRID3
* xyz 0 1
H -5.865 -4.791 3.569
H 2.054 -7.815 -5.433
C -1.485 -10.687 2.682
C 6.309 7.006 3.938
H 4.885 10.100 4.298
C 3.227 0.178 -11.076
H -6.245 2.380 11.043
O 1.272 5.128 7.391
C 0.269 0.360 0.175
O 4.696 6.724 0.924
O 1.234 -9.738 -5.001
H 2.336 7.649 -8.040
H 3.266 -0.860 -11.406
C -0.844 6.313 5.148
C 8.536 0.569 -3.004
H -0.342 6.874 4.359
O -8.010 6.272 4.369
H 6.656 1.515 -2.336
C 8.676 1.873 -3.830
H -7.460 -3.564 4.152
O -0.622 -1.440 1.386
C -5.771 1.461 -5.276
H 8.811 2.703 -3.136
H -0.823 8.279 6.105
C 7.954 -11.355 1.680
O 5.350 -7.523 2.272
H 5.579 -0.908 -11.832
C -6.126 0.848 9.600
O -0.446 -8.454 -5.294
O -0.400 6.710 7.269
H 9.394 0.505 -2.334
C 4.603 0.779 -10.930
O 6.436 -9.635 2.357
H -9.165 4.141 2.156
H -6.878 -4.528 1.091
H 9.416 -8.503 1.868
O 6.581 -0.481 -2.732
H 7.352 6.699 4.009
H 2.307 -8.326 -3.740
H 5.414 8.906 5.447
H 7.136 -11.985 2.030
O -6.948 -6.513 3.813
C -7.999 -4.431 3.769
O 0.530 -12.328 0.471
H 7.944 -11.350 0.590
C -0.147 -11.522 1.160
H 3.941 8.709 4.420
H -0.056 9.146 -7.749
H -6.099 1.559 8.774
H 0.327 -6.758 -4.648
O 0.100 5.462 5.561
C -1.115 -0.241 1.816
H -3.906 1.117 -7.124
H 8.592 -9.102 0.557
C -6.643 -5.429 1.657
O -10.073 6.394 5.003
C -0.098 7.075 -9.627
H -6.314 1.248 12.845
O -0.591 7.366 -8.440
O -4.277 1.950 10.686
O 5.163 8.319 2.370
C 0.039 -9.658 -5.519
C -10.123 6.158 3.626
H 8.057 -9.977 3.427
C 7.309 -1.089 -3.639
C -7.764 -6.531 4.789
O -0.532 6.427 -10.585
H -5.473 3.860 -6.989
C 0.363 -7.817 -4.391
H -8.730 -4.279 2.976
H 1.078 7.995 -5.654
C -4.127 2.079 -6.661
C 3.581 1.006 -8.967
H 7.513 0.495 -1.141
O -2.210 1.895 11.750
H 6.711 0.077 -10.823
C -5.590 1.526 10.870
H 4.622 1.562 -11.689
H 2.743 0.738 -11.876
C 6.342 -8.225 2.164
H -5.592 -0.024 9.222
H -0.170 -7.815 -3.440
H -1.543 5.687 4.595
O -4.194 1.097 12.672
H 6.715 9.118 3.131
O -0.561 0.782 1.138
C -6.797 -5.234 3.220
H -5.642 -5.845 1.544
O 1.094 7.641 -9.721
O -6.254 0.700 -4.476
O 5.819 6.281 2.808
C 0.230 8.098 -7.661
H 1.248 -1.614 0.564
H 1.873 9.236 -8.622
H -0.100 -1.732 -0.639
C 5.941 8.445 3.498
H 1.291 0.711 0.317
O 6.914 -2.011 -4.293
H 9.499 1.933 -4.543
H -8.630 3.944 3.891
H -10.467 7.035 3.078
O 4.595 1.437 -9.642
C -5.521 0.829 12.225
O -0.624 -10.507 -6.107
C 7.769 -9.984 2.376
C 7.238 0.605 -2.190
O -8.438 6.882 6.552
C 5.137 7.099 1.992
H -7.382 -6.195 1.421
C 8.405 -8.796 1.587
C 0.320 7.517 -6.275
C -1.196 7.262 6.224
H -7.467 4.314 2.518
O -2.051 -0.046 2.687
C 5.690 -0.285 -10.945
H -0.685 7.501 -5.852
H -5.745 -0.238 12.251
O 8.446 -0.558 -3.753
H -8.514 6.453 2.299
O -4.448 1.652 -5.376
C -3.421 1.668 11.669
H -3.336 2.826 -6.592
O -8.459 -5.296 4.784
H -0.179 0.717 -0.752
O 2.815 0.246 -9.728
H 0.688 6.495 -6.191
C 4.983 9.025 4.452
H 0.323 -9.672 3.173
C -8.672 5.921 3.237
C 1.693 -8.459 -4.631
C 0.410 5.747 6.795
O -6.422 2.055 -6.316
H 5.828 6.695 4.866
H 8.919 -11.800 1.923
C -5.505 2.778 -7.124
H -5.800 2.621 -8.162
H 5.675 -1.030 -10.149
H -2.272 7.297 6.395
H -2.451 -10.250 2.430
H -10.755 5.276 3.522
H -1.494 -10.948 3.741
C -8.466 4.443 2.936
C 1.523 8.212 -8.498
O 3.360 1.188 -7.797
C 0.270 -1.240 0.260
O -7.932 -7.412 5.690
C -8.799 6.593 5.398
H -7.180 0.614 9.750
O 7.492 -7.788 1.700
H 7.843 2.204 -4.450
H -0.865 -8.692 2.291
C -0.415 -9.682 2.371
O -1.136 -11.838 1.989
O 0.134 -10.177 1.251
*
```



[5]
This record from OMol25 describes a molecular structure, C31H42InN4O3Si. The level of theory is ωB97M-V/def2-TZVPD.

Summary:
LUMO energy, eV: -3.33
Highest occupied orbital energy, eV: -10.1
Orbital gap, eV: 6.7

```
! wB97M-V def2-TZVPD RIJCOSX def2/J DEFGRID3
* xyz 1 1
H 1.398 4.861 -2.322
H 0.951 0.687 -3.446
H 0.090 1.955 -4.328
H -1.937 2.356 -3.832
C -2.816 2.829 -0.513
C -4.104 -0.756 1.672
In -0.140 0.122 -0.495
C 2.764 0.645 5.936
H -1.797 -4.514 -2.683
C -2.076 -0.368 3.531
H -3.895 -1.998 -0.771
N -0.152 -1.842 -1.588
C 0.355 3.412 0.299
C -3.398 -1.062 -1.032
H -0.377 3.255 1.094
C -1.756 -0.437 2.180
C -2.013 4.529 -2.139
H -3.532 2.467 -3.097
H -2.877 -1.177 -1.979
H -2.456 1.131 -2.676
H 3.357 2.387 -2.661
H -1.281 -0.224 4.246
C 4.158 0.552 5.865
H 5.666 -0.345 2.228
H 1.751 -4.326 -0.481
H -1.539 5.176 -1.397
O 0.233 -7.026 -1.775
H 2.802 3.024 -1.115
C 1.001 1.731 -3.773
C -3.391 -0.483 3.951
H 2.219 4.225 -3.744
H 0.909 0.529 4.892
H -1.848 -5.407 -1.142
C 1.983 0.438 4.822
C -4.403 -0.671 3.025
H 0.468 4.395 -3.751
N -0.098 -4.294 -1.472
C -1.935 3.046 -1.754
H 1.902 -5.941 -2.334
H -3.623 -0.424 5.006
C -0.126 -2.999 -1.515
C 1.220 2.689 -2.598
C 2.569 0.119 3.587
H -1.428 -7.028 -2.930
C -0.631 -6.339 -2.657
H 5.830 0.180 4.586
H -2.755 1.807 -0.125
H 0.451 4.491 0.147
C -2.488 2.200 -2.905
H 1.319 3.047 0.660
H -3.863 3.020 -0.770
C 3.971 0.034 3.517
N -0.429 -0.311 1.674
H -0.091 -6.044 -3.565
H 4.332 -0.683 0.183
O -2.400 -0.745 -0.064
C -2.788 -0.646 1.259
C 0.916 -5.001 -0.663
H 4.760 0.720 6.748
H 0.466 -5.287 0.289
H 1.838 1.810 -4.474
C 2.437 -0.354 1.138
H 2.555 1.316 -1.511
Si -0.158 2.541 -1.292
C 4.752 0.252 4.666
C 2.552 2.331 -1.921
C 1.354 -6.235 -1.431
H -5.432 -0.756 3.347
C 4.584 -0.274 2.262
C 3.865 -0.463 1.134
H 2.002 -6.850 -0.810
H -4.131 -0.259 -1.113
H -2.552 3.508 0.299
H 2.291 0.890 6.878
H -3.063 4.832 -2.211
H -1.551 4.726 -3.106
C 1.776 -0.107 2.380
C 1.321 4.127 -3.128
O 1.825 -0.521 0.023
H -4.899 -0.904 0.956
N 0.453 -0.184 2.586
C -1.215 -5.110 -1.982
*
```



[6]
This record from OMol25 describes 4 unconnected molecules or ions with the total composition C4H10O2S. The level of theory is ωB97M-V/def2-TZVPD.

Summary:
LUMO energy (spin up / spin down), eV: -0.37 / -0.37
Highest occupied orbital energy (spin up / spin down), eV: -9.6 / -9.6
Orbital gap (spin up / spin down), eV: 9.3 / 9.3

```
! wB97M-V def2-TZVPD RIJCOSX def2/J DEFGRID3
* xyz 0 1
H 1.353 -0.888 1.428
O -0.175 -2.507 -1.883
H -1.374 0.191 1.015
H -0.311 0.472 -1.397
H -2.232 -0.110 -2.595
C -0.827 1.017 0.924
H -0.716 1.727 1.808
H -2.920 0.443 -2.654
H 1.442 0.648 2.373
S -0.383 -1.961 -0.559
C 0.649 0.353 -0.856
O 0.467 -2.428 0.484
C 1.588 0.178 1.373
H -1.259 1.697 0.286
H 1.541 0.152 -1.368
H 2.567 0.413 1.168
C 0.589 0.604 0.455
*
```



[7]
This record from OMol25 describes C5H7NO in the gas phase. The level of theory is ωB97M-V/def2-TZVPD.

Summary:
LUMO energy, eV: 0.79
Highest occupied orbital energy, eV: -7.7
Orbital gap, eV: 8.5

```
! wB97M-V def2-TZVPD RIJCOSX def2/J DEFGRID3
* xyz 0 1
H -1.786 0.315 2.361
H -0.042 -2.618 -1.052
H 1.154 0.574 -2.005
C -1.151 0.161 1.500
H 2.375 0.384 -0.712
C -1.271 -1.013 0.692
O 0.283 -1.720 -1.192
C -0.206 0.974 0.969
H 1.427 1.899 -0.844
C 1.401 0.812 -0.965
H 0.041 2.004 1.167
N 0.366 0.300 -0.100
C -0.253 -0.899 -0.249
H -2.335 -1.075 0.493
*
```



[8]
This record from OMol25 describes C6H12O in the gas phase. The level of theory is ωB97M-V/def2-TZVPD.

Summary:
LUMO energy, eV: 1.09
Highest occupied orbital energy, eV: -9.7
Orbital gap, eV: 10.8

```
! wB97M-V def2-TZVPD RIJCOSX def2/J DEFGRID3
* xyz 0 1
H -0.576 1.481 -1.566
H -0.709 -1.899 -0.332
C -0.059 0.114 0.106
H -0.121 0.221 1.197
C 2.454 0.542 0.394
C -0.294 1.488 -0.486
H 2.434 1.568 0.011
H -1.314 -0.699 -1.459
H 1.497 -0.339 -1.343
H 1.492 -1.365 0.080
H -2.851 0.202 0.369
C 1.375 -0.326 -0.250
H -3.162 -1.507 0.018
C -1.115 -0.881 -0.392
O -0.158 2.532 0.105
H 2.308 0.596 1.479
C -2.416 -0.804 0.403
H 3.451 0.126 0.211
H -2.235 -1.050 1.455
*
```



[9]
This record from OMol25 describes 2 unconnected molecules or ions with the total composition C2H11N2O. The level of theory is ωB97M-V/def2-TZVPD.

Summary:
LUMO energy, eV: -3.43
Highest occupied orbital energy, eV: -14.5
Orbital gap, eV: 11.0

```
! wB97M-V def2-TZVPD RIJCOSX def2/J DEFGRID3
* xyz 1 1
H -2.787 -1.694 -0.925
H 1.201 -0.298 2.158
H 1.523 1.915 0.425
C 1.482 -0.187 1.027
C 0.758 1.133 0.578
O -3.127 -0.905 -1.473
H -0.645 0.256 -0.600
N 0.823 -1.219 0.157
N 0.098 0.997 -0.666
H -4.008 -0.691 -1.143
H 1.464 -1.905 -0.249
H 0.637 0.586 -1.456
H 2.589 -0.005 0.915
H 0.118 -1.480 0.779
H 0.154 1.604 1.452
H -0.280 1.892 -0.979
*
```



[10]
This record from OMol25 describes 2 unconnected molecules or ions with the total composition C23H47FO4P2. The level of theory is ωB97M-V/def2-TZVPD.

Summary:
LUMO energy, eV: -1.69
Highest occupied orbital energy, eV: -3.1
Orbital gap, eV: 1.4

```
! wB97M-V def2-TZVPD RIJCOSX def2/J DEFGRID3
* xyz 0 1
F 3.241 -1.471 2.761
H 3.661 3.168 0.971
C -7.434 1.442 0.772
H 7.813 2.786 -2.413
C 3.868 0.138 0.593
H -4.107 -1.024 0.453
H -6.376 -3.020 0.155
H -7.784 -1.342 0.664
H 9.074 0.865 -2.604
C 1.029 -1.796 0.816
C -2.493 -2.744 -0.631
C 1.896 -2.779 0.027
O 5.995 1.800 -2.354
H -3.196 -3.506 1.272
O -10.658 2.748 -2.853
H -8.757 1.303 -1.438
H -7.266 1.486 -2.403
H 3.943 -2.488 -0.643
H 5.841 1.035 0.737
H -5.489 0.624 0.416
O 3.534 1.575 -1.913
H -6.101 2.358 -0.645
H -7.318 -0.619 -0.841
H 1.567 -3.776 0.301
H 3.460 0.900 1.252
H -5.684 -2.179 -1.198
C -6.419 0.281 0.870
H 1.427 -0.782 0.820
C -5.903 -2.081 -0.133
H -1.003 -1.107 0.844
H 3.154 -0.008 -0.219
C 3.798 3.775 0.073
H 5.733 -0.172 -0.537
H -7.442 1.995 1.711
H 2.891 3.699 -0.518
H -6.217 0.074 1.921
C 7.343 1.987 -1.853
C -7.165 2.372 -0.412
P 3.981 -1.463 1.419
H 5.019 5.307 0.919
P 4.832 1.868 -1.296
H 7.536 -0.024 -2.564
C -1.062 -3.016 -0.094
H -0.544 -3.558 -0.881
H 8.424 0.288 -1.071
C 4.027 5.205 0.487
O 4.957 3.309 -0.651
H -7.452 3.391 -0.163
H -8.435 2.817 -2.165
H -10.401 3.569 -3.289
H -1.130 -3.625 0.804
H -0.236 -1.138 -0.764
H 0.870 -2.185 1.820
H 3.807 -3.688 0.634
H -8.421 0.988 0.691
C 3.435 -2.724 0.294
H 3.288 5.517 1.218
H -4.839 -1.993 1.703
C 5.709 -1.768 1.844
C -0.374 -1.684 0.167
H 5.838 -2.788 2.211
H -2.633 -3.217 -1.598
C 6.266 -0.071 3.798
C -3.629 -3.135 0.346
H 1.717 -2.696 -1.041
C -4.596 -1.975 0.640
H 6.194 0.607 4.615
H 3.980 5.873 -0.368
H -2.578 -1.672 -0.806
C 5.183 0.611 -0.020
H 6.350 -1.643 0.976
C 8.162 0.696 -2.045
C -7.946 1.969 -1.703
H -4.219 -3.916 -0.129
C -6.928 -0.947 0.119
H 7.338 2.255 -0.799
C 6.054 -0.857 2.917
*
```



[11]
This record from OMol25 describes C5H6N2S in the gas phase. The level of theory is ωB97M-V/def2-TZVPD.

Summary:
LUMO energy, eV: 0.01
Highest occupied orbital energy, eV: -8.5
Orbital gap, eV: 8.5

```
! wB97M-V def2-TZVPD RIJCOSX def2/J DEFGRID3
* xyz 0 1
H 1.628 2.524 0.239
C 1.310 1.524 0.072
C 1.635 -0.870 -0.339
H 0.826 -1.114 1.553
H 2.033 -1.552 -1.032
C 0.102 -1.069 -0.345
H -0.614 2.157 0.176
S -2.459 -0.010 -0.014
C -0.783 0.111 -0.084
C 2.186 0.536 -0.100
H 3.214 0.710 -0.225
N -0.082 1.317 0.092
N 0.928 -1.629 0.663
H -0.357 -1.772 -0.992
*
```



[12]
This record from OMol25 describes 3 unconnected molecules or ions with the total composition C3H14N2O2. The level of theory is ωB97M-V/def2-TZVPD.

Summary:
LUMO energy (spin up / spin down), eV: -3.29 / -8.52
Highest occupied orbital energy (spin up / spin down), eV: -14.6 / -14.5
Orbital gap (spin up / spin down), eV: 11.3 / 6.0

```
! wB97M-V def2-TZVPD RIJCOSX def2/J DEFGRID3
* xyz 1 2
H -0.774 0.425 -2.242
H -0.318 1.841 0.071
H 0.431 1.878 -1.387
N 1.069 -1.427 -0.720
H -2.823 1.085 -1.101
H 0.527 -0.072 2.671
O 0.196 -0.714 3.306
H 2.569 1.571 0.493
O 2.733 0.803 1.048
C -2.179 0.445 -0.510
H 1.535 -1.337 -1.618
H -0.630 -1.088 2.995
C -0.313 -1.163 -0.739
H 3.190 0.132 0.535
H -2.731 -0.492 -0.406
H -0.745 -1.932 -1.379
H -0.649 -1.358 0.275
C -0.794 0.272 -1.164
H 1.587 -0.971 0.033
H -1.983 0.819 0.473
N 0.101 1.284 -0.634
*
```



> What is the formula in the eighth record?

C6H12O